No. 1
Entry from OMol25: an isolated molecule of C4H5NO (the ωB97M-V functional and the def2-TZVPD basis).

Element x y z (Å)
1 N 0.624 0.336 -1.195
2 C 0.930 -0.443 -0.022
3 C 0.159 0.576 0.833
4 O -0.686 -0.269 1.599
5 C -0.786 -0.916 0.352
6 C -0.630 0.523 -0.490
7 H 0.695 -0.029 -2.138
8 H 1.990 -0.733 0.114
9 H 0.588 1.438 1.330
10 H -1.541 -1.741 0.499
11 H -1.344 1.259 -0.882

Output
* 2S+1: 1
* energy above the lowest of the compared OMol25 structures with the same formula, charge and spin: 127.4 kcal per mole

***

No. 2
Entry from OMol25: an isolated molecule of C6H6O2 (the ωB97M-V functional and the def2-TZVPD basis).

Element x y z (Å)
1 O -0.044 2.764 -1.238
2 C -0.061 1.630 -0.759
3 C 0.138 0.405 -1.547
4 C -0.024 -0.872 -1.181
5 C -0.062 -1.253 0.161
6 C 0.130 -0.531 1.451
7 C -0.178 0.814 1.526
8 O -0.459 1.762 0.548
9 H 0.538 0.281 -2.686
10 H -0.025 -1.835 -1.894
11 H -0.930 -1.768 0.340
12 H 0.811 -1.795 0.350
13 H 0.076 -1.098 2.355
14 H 0.089 1.495 2.575

Output
* 2S+1: 1
* energy above the lowest of the compared OMol25 structures with the same formula, charge and spin: 82.3 kcal per mole
* SMILES: O=C1C=CCC=CO1

***

No. 3
Entry from OMol25: a cluster of 5 separate species, C23H51BFIN7O9S in total (the ωB97M-V functional and the def2-TZVPD basis).

Element x y z (Å)
1 C 1.350 -0.282 -4.564
2 C 0.184 0.762 -4.637
3 O -1.107 0.393 -4.148
4 C -1.237 -0.911 -3.623
5 C -0.681 -1.070 -2.121
6 N -0.123 0.187 -1.594
7 C 0.794 0.172 -0.660
8 N 1.334 1.391 -0.111
9 C 1.052 1.495 1.340
10 S 2.246 2.799 1.971
11 O 1.959 4.105 1.301
12 O 3.634 2.394 1.595
13 F 2.149 2.915 3.607
14 C 1.216 0.135 2.110
15 C 0.798 -1.138 1.266
16 B 1.155 -2.517 2.055
17 O 1.555 -2.428 3.441
18 O 1.073 -3.820 1.508
19 N 1.297 -1.074 -0.133
20 C 2.780 -1.157 -0.235
21 C 3.313 -2.545 -0.745
22 C 4.906 -2.535 -0.789
23 I 5.734 -1.078 -2.161
24 H 1.585 -0.694 -3.550
25 H 2.290 0.241 -4.913
26 H 1.163 -1.082 -5.337
27 H 0.517 1.691 -4.074
28 H 0.082 1.097 -5.710
29 H -0.891 -1.747 -4.292
30 H -2.350 -1.091 -3.516
31 H -1.509 -1.412 -1.434
32 H 0.055 -1.917 -2.157
33 H -0.411 1.134 -1.896
34 H 0.907 2.212 -0.555
35 H 0.028 1.944 1.524
36 H 2.310 0.041 2.378
37 H 0.638 0.183 3.072
38 H -0.341 -1.111 1.201
39 H 0.691 -2.347 3.916
40 H 0.168 -4.072 1.277
41 H 3.090 -0.396 -1.015
42 H 3.323 -0.906 0.716
43 H 3.053 -3.409 -0.065
44 H 2.913 -2.818 -1.763
45 H 5.210 -3.582 -1.072
46 H 5.245 -2.358 0.263
47 C -3.193 0.989 -0.317
48 C -2.728 2.356 -0.746
49 O -1.533 2.628 -0.907
50 N -3.666 3.299 -0.956
51 C -5.107 3.177 -0.822
52 H -2.328 0.339 -0.186
53 H -3.723 1.052 0.635
54 H -3.840 0.554 -1.081
55 H -3.283 4.189 -1.241
56 H -5.558 3.410 -1.787
57 H -5.445 3.906 -0.083
58 H -5.408 2.181 -0.512
59 C -6.399 4.977 -4.997
60 C -5.668 3.691 -4.721
61 O -6.042 2.900 -3.861
62 N -4.561 3.416 -5.459
63 C -3.964 4.216 -6.511
64 H -7.256 5.053 -4.332
65 H -5.743 5.830 -4.815
66 H -6.759 4.992 -6.027
67 H -4.125 2.539 -5.218
68 H -3.947 3.624 -7.429
69 H -2.938 4.456 -6.225
70 H -4.513 5.136 -6.687
71 C 5.032 -5.851 3.316
72 C 5.594 -4.585 2.730
73 O 5.062 -4.014 1.783
74 N 6.725 -4.077 3.281
75 C 7.494 -4.600 4.393
76 H 4.132 -6.131 2.772
77 H 5.756 -6.663 3.226
78 H 4.768 -5.696 4.364
79 H 7.042 -3.228 2.836
80 H 7.529 -3.841 5.177
81 H 8.510 -4.800 4.048
82 H 7.064 -5.513 4.794
83 C -2.679 -0.511 6.588
84 C -2.245 -0.689 5.159
85 O -1.893 -1.772 4.710
86 N -2.248 0.400 4.346
87 C -2.624 1.764 4.667
88 H -2.620 -1.469 7.103
89 H -2.020 0.195 7.097
90 H -3.711 -0.160 6.628
91 H -1.945 0.193 3.407
92 H -3.445 2.061 4.011
93 H -1.767 2.414 4.478
94 H -2.934 1.870 5.702

Output
* 2S+1: 1
* charge: +1

***

No. 4
Entry from OMol25: a structure of composition CH3Br2ClSi (the ωB97M-V functional and the def2-TZVPD basis).

Element x y z (Å)
1 C 1.102 0.108 -0.192
2 Si -0.725 0.083 0.304
3 Cl -1.152 0.211 2.217
4 Br -1.475 1.711 -0.995
5 Br -2.216 -2.380 -0.749
6 H 1.365 -0.839 0.182
7 H 1.484 0.302 -1.197
8 H 1.617 0.804 0.430

Output
* 2S+1: 1
* energy above the lowest of the compared OMol25 structures with the same formula, charge and spin: 49.6 kcal per mole

***

No. 5
Entry from OMol25: a structure of composition C34H41BrNOsSSi2 (the ωB97M-V functional and the def2-TZVPD basis).

Element x y z (Å)
1 Os -0.949 -1.386 0.001
2 C 0.054 4.160 -1.871
3 C -0.248 4.834 -0.534
4 C 1.043 5.484 -0.016
5 C -1.314 5.913 -0.765
6 C -0.755 3.841 0.513
7 C -1.093 4.323 1.794
8 C -1.546 3.488 2.786
9 C -1.664 2.130 2.494
10 S -2.256 0.889 3.538
11 C -2.056 -0.239 2.286
12 N -1.534 0.219 1.164
13 C -1.333 1.617 1.244
14 C -0.881 2.490 0.252
15 C -2.520 -1.628 2.343
16 C -3.269 -2.142 3.395
17 C -3.798 -3.418 3.284
18 C -3.601 -4.155 2.123
19 C -2.828 -3.650 1.087
20 C -2.236 -2.393 1.198
21 H 0.400 4.910 -2.583
22 H -0.836 3.688 -2.296
23 H 0.837 3.404 -1.782
24 H 1.428 6.190 -0.756
25 H 1.812 4.729 0.167
26 H 0.881 6.031 0.914
27 H -0.963 6.627 -1.513
28 H -1.538 6.472 0.145
29 H -2.245 5.471 -1.126
30 H -1.016 5.382 2.003
31 H -1.816 3.873 3.760
32 H -0.641 2.111 -0.726
33 H -3.466 -1.550 4.281
34 H -4.382 -3.829 4.096
35 H -4.044 -5.139 2.031
36 H -2.692 -4.252 0.199
37 Br -0.387 -3.528 -1.229
38 C 0.001 -2.697 -2.889
39 C 0.663 -3.332 -3.890
40 C 0.821 -2.644 -5.117
41 C 0.267 -1.406 -5.294
42 C -0.452 -0.770 -4.250
43 C -1.116 0.472 -4.433
44 C -1.852 1.021 -3.422
45 C -1.878 0.402 -2.149
46 C -1.191 -0.764 -1.893
47 C -0.549 -1.407 -2.997
48 H 1.052 -4.333 -3.761
49 H 1.366 -3.121 -5.921
50 H 0.360 -0.897 -6.246
51 H -1.051 0.960 -5.399
52 H -2.394 1.945 -3.579
53 H -2.457 0.866 -1.360
54 C 0.325 -4.402 2.136
55 Si 1.493 -2.965 1.852
56 C 1.784 -2.235 3.549
57 C 3.079 -3.736 1.241
58 C 0.857 -1.407 0.892
59 Si 2.212 -0.280 0.086
60 C 2.507 1.070 1.338
61 C 1.755 0.494 -1.549
62 C 3.830 -1.115 -0.310
63 H 0.930 -5.188 2.597
64 H -0.132 -4.839 1.251
65 H -0.471 -4.144 2.838
66 H 2.140 -3.003 4.241
67 H 0.858 -1.820 3.961
68 H 2.532 -1.436 3.531
69 H 3.212 -4.671 1.793
70 H 3.954 -3.118 1.435
71 H 3.067 -3.983 0.177
72 H 0.590 -0.779 1.764
73 H 1.596 1.654 1.513
74 H 3.284 1.758 0.993
75 H 2.832 0.661 2.299
76 H 0.802 1.008 -1.557
77 H 1.747 -0.236 -2.364
78 H 2.539 1.227 -1.768
79 H 4.463 -1.267 0.564
80 H 4.357 -0.437 -0.988
81 H 3.723 -2.074 -0.820

Output
* 2S+1: 1
* energy above the lowest of the compared OMol25 structures with the same formula, charge and spin: 10.5 kcal per mole
* charge: +1

***

No. 6
Entry from OMol25: a cluster of 2 separate species, C4H7NO in total (the ωB97M-V functional and the def2-TZVPD basis).

Element x y z (Å)
1 C 0.747 0.678 1.835
2 C 1.020 -0.465 1.262
3 N 1.241 -1.524 0.679
4 H -0.208 0.812 2.326
5 H 1.425 1.516 1.732
6 H 0.865 -1.445 -0.275
7 C -0.367 1.014 -0.938
8 C -0.692 -0.213 -1.325
9 O -1.767 -0.862 -0.781
10 H -0.950 1.517 -0.174
11 H 0.497 1.524 -1.346
12 H -0.143 -0.737 -2.110
13 H -1.667 -1.815 -0.886

Output
* 2S+1: 1
* energy above the lowest of the compared OMol25 structures with the same formula, charge and spin: 72.8 kcal per mole
* SMILES: C=C=N.C=CO

***

Calculated Kohn-Sham gap (eV), listed in the same order as above: 10.0716 9.2848 8.0907 7.9103 6.8432 9.6939
Calculated energy (a.u.), listed in the same order as above: -285.211597 -382.554604 -2787.863301 -5937.687256 -5016.670997 -286.515658